No. 1
Below is C36H40OP2Pt as an isolated structure at a distorted geometry, with properties calculated with ωB97M-V/def2-TZVPD.

XYZ file:
```
80
Properties=species:S:1:pos:R:3:forces:R:3
Pt 2.582115 4.524193 -0.587598 2.3339 -1.4672 -1.1052
C 5.421184 4.339221 0.237088 -2.1480 -0.3773 -0.7908
C 4.529234 3.285451 -0.087214 0.3738 -0.9401 0.6473
C 4.370422 2.103051 0.924124 0.6635 -0.4222 -0.5806
C 3.114876 2.072223 1.780421 -0.6958 -0.4734 -0.1107
C 2.619836 3.421015 2.201576 0.3858 0.8081 1.4470
C 3.360350 4.439707 2.701360 -0.6260 -1.9679 -1.3843
C 4.832507 4.395510 2.895314 0.9947 0.7497 -0.2297
C 5.814240 4.599360 1.625126 0.2969 0.5999 1.5978
C 1.078722 5.584901 -0.072778 -2.1857 0.5298 0.4203
H 6.016973 4.752725 -0.595722 -0.3366 0.1228 0.7036
H 4.641638 2.887240 -1.102311 -0.0536 0.3472 -0.0102
H 5.265637 1.919533 1.556092 -0.2769 0.5974 -0.3472
H 4.347731 1.204734 0.286719 -0.0239 0.1300 0.2151
H 2.320935 1.626912 1.154777 0.1307 0.2068 0.2413
H 3.200775 1.355462 2.633248 0.1617 0.5923 -0.4133
H 1.542109 3.520065 2.192838 -0.0807 0.2789 -0.1559
H 2.905549 5.390850 2.868790 -0.4516 0.3787 0.2168
H 5.180359 3.540902 3.498266 -0.3205 0.0493 -0.4570
H 5.011070 5.278751 3.535431 0.4114 -0.4113 -0.2289
H 6.147675 5.642836 1.696746 0.1580 -0.3062 -0.1679
H 6.701012 3.979548 1.829908 -0.0405 0.1065 -0.0752
H 1.056533 6.432235 -0.740690 0.1609 0.5152 -0.5844
H 1.224467 5.971411 0.911501 0.1048 0.2914 0.8416
H 0.101768 5.125901 -0.135922 -0.3441 -0.3050 0.0630
P -1.670463 -2.731221 -2.362205 -0.2674 0.3812 -0.6483
P -3.650104 -1.817149 0.081756 -1.1992 0.0753 -0.0450
C -1.662520 -3.545033 -0.745082 0.4528 -0.5148 0.5009
C -2.503402 -3.202031 0.238501 -0.2120 -0.9290 0.0237
C -1.558578 -4.185472 -3.506741 0.0977 -0.3160 0.1173
C -1.023359 -5.429692 -3.132034 0.1636 -0.2405 -0.3780
C -0.886422 -6.462519 -4.077970 -0.1224 0.2346 0.1623
C -1.317255 -6.276155 -5.399938 0.0083 0.4239 0.5479
C -1.912949 -5.058757 -5.756632 0.2065 -0.0853 0.6663
C -2.051819 -4.028224 -4.816180 0.5091 -0.5876 0.2599
C 0.025995 -2.016919 -2.353317 -0.0906 -0.4029 -0.0668
C 0.224257 -0.931156 -1.493745 0.3549 0.1254 -0.0055
C 1.479350 -0.337327 -1.395014 0.3199 -0.5093 -0.4735
C 2.542677 -0.839995 -2.164749 -0.1759 -0.2612 -0.0962
C 2.339529 -1.920516 -3.040834 -0.2346 0.3548 0.3918
C 1.072357 -2.506098 -3.138710 0.2289 0.2004 0.1487
C -5.176152 -2.745510 0.705832 0.2129 -0.1969 -0.3069
C -5.706054 -3.757257 -0.126709 -0.2238 0.0241 0.6667
C -6.752368 -4.573147 0.329789 0.3222 0.3839 0.0869
C -7.302198 -4.394107 1.603500 0.4513 0.1947 -0.2265
C -6.796480 -3.372543 2.405755 -0.1248 -0.0456 0.0647
C -5.757548 -2.550063 1.960705 0.1333 0.0476 0.1867
C -3.233882 -0.809161 1.552214 -0.0614 -0.3034 0.0492
C -3.768190 0.481329 1.578704 0.2522 0.1341 0.7004
C -3.580250 1.300708 2.699113 0.5420 -1.0341 0.2062
C -2.846747 0.806773 3.797367 -0.2503 -0.0744 -0.4385
C -2.316313 -0.492826 3.767043 -0.0456 0.2658 -0.1086
C -2.500401 -1.295913 2.638475 0.0504 0.0142 0.2934
H -0.924994 -4.363192 -0.614404 -0.6900 0.3859 0.1794
H -2.685433 -3.856032 1.113899 0.6942 0.3742 -0.3400
H -0.693119 -5.608245 -2.097009 -0.1027 0.0844 -0.7108
H -0.433390 -7.412990 -3.767837 -0.2425 0.4155 -0.1863
H -1.191002 -7.073120 -6.130830 -0.0719 0.2023 0.1361
H -2.266310 -4.908189 -6.761970 -0.0946 0.0168 -0.2003
H -2.527181 -3.095476 -5.088792 0.0236 0.0504 -0.0716
H -0.591640 -0.546280 -0.880253 0.0730 -0.1337 -0.1810
H 1.642321 0.497173 -0.721750 -0.0271 -0.0446 -0.0691
H 3.541357 -0.406270 -2.070015 -0.3407 -0.0749 -0.0585
H 3.165892 -2.318632 -3.628275 -0.1603 0.1490 0.1252
H 0.900160 -3.354472 -3.807695 0.1062 0.3080 0.2329
H -5.286733 -3.943397 -1.114024 -0.0118 0.1043 0.1501
H -7.119792 -5.365425 -0.307682 -0.0350 -0.0155 -0.0581
H -8.084485 -5.061000 1.968525 0.1855 0.2505 -0.1187
H -7.201108 -3.232856 3.409141 0.0977 0.0473 -0.2574
H -5.368878 -1.769279 2.628715 -0.1891 -0.3741 -0.3134
H -4.348352 0.834623 0.735227 0.0366 0.0366 -0.0424
H -3.997403 2.291906 2.714624 -0.0559 0.2138 0.0626
H -2.704915 1.436175 4.677421 -0.0141 -0.1936 -0.2458
H -1.760576 -0.882925 4.626321 -0.2053 0.2052 -0.3310
H -2.088728 -2.318677 2.623354 -0.2456 0.6724 0.0143
C 4.586659 7.146256 0.286940 -0.3929 0.8073 -0.3384
O 3.999162 5.873321 0.140199 2.2029 1.1782 0.8659
H 5.612180 7.215706 -0.106146 0.0043 -0.4063 -0.1040
H 4.658461 7.528865 1.324397 -0.1632 -0.7105 0.0727
H 4.069420 7.988680 -0.208065 -0.2717 -0.5417 -0.2445
```
Positions in Å, forces in eV/Å.

The spin multiplicity is 3. The HOMO-LUMO gap (spin up / spin down) comes out at 8.1 / 6.5 eV. The calculation puts the HOMO energy (spin up / spin down) at -7.535 / -7.734 eV.

=====

No. 2
Below is a 2-piece molecular cluster, C11H25BNO4 overall at a distorted geometry, with properties calculated with ωB97M-V/def2-TZVPD.

XYZ file:
```
42
Properties=species:S:1:pos:R:3:forces:R:3
C 3.979271 -0.667804 -2.987746 0.0624 0.4319 0.1488
C 3.091795 0.491303 -2.549647 0.2162 0.1701 0.6478
O 1.727490 0.128270 -2.497029 0.5509 -0.6791 -0.5694
B 1.025905 0.111059 -3.683799 -0.5598 0.1707 -0.2439
O 1.296933 1.095567 -4.606383 -0.0068 0.3418 0.1943
N 0.063892 -0.950386 -4.035064 0.3393 0.2064 0.7681
C -1.274689 -0.897084 -3.374204 -0.4500 -0.3843 -0.2192
C -1.522258 -2.086034 -2.437488 0.0728 0.0205 -0.3712
C -1.531603 0.458789 -2.671400 -0.0354 0.3102 -0.0891
O -1.305811 0.529702 -1.449565 0.0867 -0.1414 0.4299
O -1.942397 1.364868 -3.428894 0.1024 0.1866 -0.3311
H 4.986079 -0.278598 -3.153095 0.0772 -0.0938 -0.0902
H 3.621725 -1.125026 -3.908802 -0.0082 -0.0688 -0.0374
H 4.039446 -1.400184 -2.185144 -0.1138 -0.2411 -0.1269
H 3.272342 1.381744 -3.153914 -0.2221 -0.0422 -0.2319
H 3.383183 0.748472 -1.527845 -0.0688 0.1196 0.0221
H 0.522037 1.196543 -5.170687 0.0727 -0.1703 -0.1363
H 0.510913 -1.818533 -3.756246 -0.1661 -0.0896 0.0335
H -2.015526 -0.948839 -4.173455 -0.0764 0.0481 -0.0494
H -0.583358 -2.473983 -2.041559 0.0051 0.0413 0.2185
H -2.156744 -1.774327 -1.613621 0.0460 0.0076 0.1404
H -2.027071 -2.891835 -2.976850 0.0872 -0.1156 -0.0109
C -1.829164 -1.297960 4.713100 0.0640 -0.0499 -0.0582
C -0.472231 -0.764814 4.262622 -0.0172 -0.0172 0.0949
C -0.338149 0.750404 4.401965 0.0145 0.0442 0.0188
C -1.320666 1.561346 3.555113 -0.0625 -0.0305 -0.0439
C -1.258767 1.281239 2.052450 0.0614 0.1026 0.0655
C 0.084734 1.616150 1.418745 0.0087 -0.0794 -0.1620
H -2.641038 -0.885687 4.113283 -0.0055 0.0099 0.0035
H -1.870211 -2.384411 4.616604 -0.0220 -0.0017 0.0167
H -2.017608 -1.046958 5.760131 -0.0269 0.0272 -0.0053
H -0.286893 -1.064163 3.228637 0.0020 0.0340 -0.0144
H 0.309786 -1.239252 4.863598 0.0128 -0.0120 -0.0231
H 0.685179 1.038755 4.147240 -0.0063 0.0060 -0.0272
H -0.474410 1.023017 5.455448 0.0019 -0.0279 0.0086
H -1.127212 2.625876 3.727239 0.0118 0.0036 -0.0081
H -2.341395 1.383065 3.909611 0.0133 -0.0045 0.0291
H -2.032590 1.869110 1.555288 -0.0206 -0.0515 -0.0457
H -1.502102 0.235885 1.848527 -0.0322 0.0027 -0.0265
H 0.329735 2.673083 1.561384 0.0222 -0.0081 0.0474
H 0.045920 1.413223 0.346867 -0.0362 0.0018 0.0100
H 0.895526 1.018410 1.844587 0.0050 0.0220 0.0231
```
Positions in Å, forces in eV/Å.

As for the total charge: -1. The HOMO-LUMO gap comes out at 7.5 eV. The calculation puts the HOMO energy at -4.346 eV.

=====

No. 3
Below is a 2-piece molecular cluster, C3H6INO2 overall at a distorted geometry, with properties calculated with ωB97M-V/def2-TZVPD.

XYZ file:
```
13
Properties=species:S:1:pos:R:3:forces:R:3
C -1.203089 2.261906 -0.108812 -0.4182 0.6741 0.0641
C 1.348133 -1.246577 0.037086 0.5010 0.6407 -1.5677
C -0.857589 -0.008774 -0.371686 3.8184 -1.9261 -2.1306
N 0.466311 -0.122295 0.416899 -1.5129 0.7836 0.1038
O -0.261517 2.422622 0.553173 1.3450 0.0546 0.7774
O -2.194164 2.402851 -0.669180 -1.1872 -0.0107 -0.8945
I -2.467860 -1.273437 0.344690 -2.4710 -1.3886 1.4964
H 1.440568 -1.307181 -1.073333 -0.6148 0.4977 0.5463
H 2.396511 -0.969078 0.274117 -0.7128 -0.9311 0.8961
H 0.851853 -2.175425 0.271797 0.5546 -0.3091 0.8740
H -0.526881 -0.662769 -1.227055 -0.9503 1.6744 -0.3131
H 0.899851 0.740612 0.152498 0.5972 0.6997 0.5468
H 0.107878 -0.062457 1.399805 1.0512 -0.4593 -0.3989
```
Positions in Å, forces in eV/Å.

The spin multiplicity is 3. The HOMO-LUMO gap (spin up / spin down) comes out at 4.9 / 6.9 eV. The calculation puts the HOMO energy (spin up / spin down) at -4.592 / -8.750 eV.

=====

No. 4
Below is one molecule with the formula C2H4N2 at a distorted geometry, with properties calculated with ωB97M-V/def2-TZVPD.

XYZ file:
```
8
Properties=species:S:1:pos:R:3:forces:R:3
C -1.591386 -0.058359 0.079994 -0.3538 -1.5450 -0.5664
N -0.547251 0.267241 -0.549022 -0.1705 0.2955 -0.5981
N 0.604688 -0.505102 -0.469595 -1.5314 0.6544 0.4726
C 1.556781 0.144104 0.022710 2.5603 -2.2027 0.0886
H -2.501617 0.483533 -0.251029 0.5588 -0.2621 0.8894
H -1.651476 -1.025504 0.678198 -0.0269 1.3596 -0.4574
H 1.640755 1.130084 0.377599 -0.7361 1.4046 0.2785
H 2.489505 -0.435996 0.111146 -0.3005 0.2957 -0.1073
```
Positions in Å, forces in eV/Å.

The SMILES is C=NN=C. The HOMO-LUMO gap comes out at 10.5 eV. The calculation puts the HOMO energy at -9.548 eV.

=====

No. 5
Below is a 4-piece molecular cluster, C3H5F2NS overall at a distorted geometry, with properties calculated with ωB97M-V/def2-TZVPD.

XYZ file:
```
12
Properties=species:S:1:pos:R:3:forces:R:3
C -1.075904 -0.810465 1.405186 -5.4874 -3.5158 0.6709
C 0.121200 -0.175447 0.919505 -0.0496 1.6303 2.1071
C 0.763059 -0.884110 -0.140565 -0.2906 -0.8696 -4.1553
H -2.203771 0.410644 1.488140 3.0200 -3.7966 0.1323
H -1.515954 -1.958295 0.315316 1.0131 3.3764 3.3987
H -0.529922 -1.665572 2.995084 -1.5384 1.9106 -3.5690
H 1.401923 -1.661078 0.178071 0.5784 -1.0744 0.2605
H -0.934997 1.096290 -0.723467 0.5542 -0.4909 -2.9070
N 0.469735 -0.801644 -1.407964 1.1299 1.6035 2.1484
F 0.902441 0.001267 1.989448 1.9789 -0.1096 1.0395
F -0.224638 1.096133 0.620028 0.5273 1.8849 0.9179
S -0.278487 0.670816 -1.936715 -1.4359 -0.5490 -0.0441
```
Positions in Å, forces in eV/Å.

The HOMO-LUMO gap comes out at 7.9 eV. The calculation puts the HOMO energy at -9.027 eV.